Entry A
Here is 2 unconnected molecules or ions with the total composition C6H8NO from the OMol25 dataset. Energies are from the ωB97M-V functional and the def2-TZVPD basis.

Geometry as ORCA input:
```
! wB97M-V def2-TZVPD RIJCOSX def2/J DEFGRID3
* xyz 1 1
C -1.787 -0.046 0.739
C -1.555 -1.031 -0.172
C -1.217 1.082 0.340
C -0.800 -0.468 -1.177
C 1.609 -0.131 1.012
C 1.469 -0.782 -0.106
N 1.859 0.600 -0.248
O -0.689 0.882 -0.892
H -2.320 -0.219 1.728
H -1.867 -2.068 0.051
H -1.423 2.013 0.845
H -0.446 -0.718 -2.143
H 1.394 0.282 1.946
H 1.831 -1.435 -0.866
H 1.097 1.061 -0.708
H 2.845 0.979 -0.348
*
```

Calculated values
**HOMO**: -13.292 eV
**LUMO level**: -4.2 eV

***

Entry B
Here is a molecular structure, C6H8NO from the OMol25 dataset. Energies are from the ωB97M-V functional and the def2-TZVPD basis.

Geometry as ORCA input:
```
! wB97M-V def2-TZVPD RIJCOSX def2/J DEFGRID3
* xyz 1 1
C -0.855 -1.577 0.071
C -0.414 1.740 1.201
C -0.561 2.038 -0.194
C 1.174 -0.364 -0.304
C 0.535 -1.626 -0.415
C -0.490 0.590 0.211
N -1.340 -0.427 0.311
O 1.166 -2.536 -1.034
H -1.354 -2.544 0.172
H 0.455 2.003 1.613
H -1.344 1.705 1.818
H -1.432 2.471 -0.671
H 0.221 2.278 -0.729
H 1.787 -0.009 0.456
H 1.758 -0.251 -1.258
H 0.693 -3.491 -1.249
*
```

Calculated values
**HOMO**: -14.454 eV
**LUMO level**: -5.9 eV

***

Ordering by calculated energy gives the sequence entry B, entry A, with the first entry being the most stable.

***

Entry A
Here is a molecular structure, C6H8NO from the OMol25 dataset. Energies are from the ωB97M-V functional and the def2-TZVPD basis.

Geometry as ORCA input:
```
! wB97M-V def2-TZVPD RIJCOSX def2/J DEFGRID3
* xyz 1 1
C -1.418 -0.287 -0.749
C -0.978 -1.424 0.384
C -0.964 0.164 0.476
C 0.340 -1.947 0.251
C 0.926 0.280 0.239
C 1.514 1.577 0.000
N 1.347 -0.954 0.143
O 2.469 -1.309 -0.266
H -0.663 -0.261 -1.549
H -2.496 -0.363 -1.073
H -1.709 -2.028 0.707
H -1.266 0.647 1.317
H 0.835 -2.989 0.328
H 0.736 2.399 -0.297
H 2.377 1.467 -0.603
H 1.863 1.979 0.975
*
```

Calculated values
**HOMO**: -13.422 eV
**LUMO level**: -6.8 eV

***

Entry B
Here is a gas-phase ion, C6H8NO (charge +1) from the OMol25 dataset. Energies are from the ωB97M-V functional and the def2-TZVPD basis.

Geometry as ORCA input:
```
! wB97M-V def2-TZVPD RIJCOSX def2/J DEFGRID3
* xyz 1 1
C -1.746 1.212 -0.337
N -0.819 0.320 -0.079
C -1.046 -0.883 0.370
C -0.113 -1.685 0.890
C 1.271 -1.302 0.846
C 1.663 -0.163 0.277
C 0.652 0.752 -0.411
O 0.888 0.755 -1.781
H -1.366 2.104 -0.759
H -2.770 1.024 -0.198
H -1.998 -1.238 0.648
H -0.397 -2.575 1.480
H 2.072 -1.779 1.243
H 2.733 0.161 0.142
H 0.537 1.803 -0.065
H 0.440 1.493 -2.266
*
```

Calculated values
**HOMO**: -13.626 eV
**LUMO level**: -5.9 eV
**SMILES string**: C=[N+]1C=CC=C[C@H]1O

***

Ordering by calculated energy gives the sequence entry B, entry A, with the first entry being the most stable.

***

Entry A
Here is 10 unconnected molecules or ions with the total composition H19O10 from the OMol25 dataset. Energies are from the ωB97M-V functional and the def2-TZVPD basis.

Geometry as ORCA input:
```
! wB97M-V def2-TZVPD RIJCOSX def2/J DEFGRID3
* xyz -1 1
O 1.623 -2.043 1.145
H -0.384 4.241 0.027
H 0.311 -1.779 1.471
O 2.444 1.958 -2.217
H 2.166 1.816 -1.381
H 0.518 1.229 -0.781
O -3.391 -1.956 1.885
H 3.390 1.549 -2.049
H -2.592 -2.498 2.151
O -2.293 1.300 -1.072
H 3.855 0.025 2.146
H 1.669 -2.942 0.980
O 3.292 -0.234 1.513
H 0.759 1.118 0.789
H -2.681 2.138 -0.749
O 2.160 -1.570 -2.072
H 1.910 -1.509 -1.120
H 1.427 -1.692 -2.717
O -2.579 -1.293 -1.983
H -3.415 -1.724 -1.559
H -1.358 3.736 1.039
O -1.320 4.142 0.154
H -0.902 -0.858 2.135
H 2.990 -1.237 1.346
O -0.681 -1.443 1.453
H -3.285 -1.872 0.931
O 0.509 1.576 0.044
H -1.993 0.844 -0.381
H -2.147 -1.026 -1.126
*
```

Calculated values
**HOMO**: -5.612 eV
**LUMO level**: 3.1 eV

***

Entry B
Here is 10 unconnected molecules or ions with the total composition H19O10 from the OMol25 dataset. Energies are from the ωB97M-V functional and the def2-TZVPD basis.

Geometry as ORCA input:
```
! wB97M-V def2-TZVPD RIJCOSX def2/J DEFGRID3
* xyz -1 1
O 4.432 -0.382 -0.301
H -1.666 -0.875 0.319
H 3.755 -0.925 0.125
O -1.252 0.947 -2.421
H -0.573 1.622 -2.354
H -2.040 1.390 -1.888
O 1.124 -0.525 -1.425
H 0.398 -0.785 -2.004
H 1.033 -1.084 -0.675
O 0.010 2.892 1.404
H 1.399 -3.006 0.526
H -1.236 0.199 -0.758
O 2.286 -3.062 0.104
H -0.018 -3.549 1.748
H 0.004 2.654 0.479
O -4.544 0.450 -0.029
H -4.163 0.345 0.850
H -3.756 1.014 -0.461
O 2.827 1.995 2.614
H 1.906 1.850 2.338
H 3.223 1.360 1.998
O -0.312 -3.033 1.005
H -1.087 -3.543 0.765
H 1.927 -2.827 -0.743
O -1.127 -0.114 0.170
H 4.068 -0.360 -1.195
O -3.086 2.151 -1.154
H -0.679 2.257 1.660
H -2.853 2.944 -0.697
*
```

Calculated values
**HOMO**: -5.037 eV
**LUMO level**: 2.1 eV

***

Entry C
Here is 10 unconnected molecules or ions with the total composition H19O10 from the OMol25 dataset. Energies are from the ωB97M-V functional and the def2-TZVPD basis.

Geometry as ORCA input:
```
! wB97M-V def2-TZVPD RIJCOSX def2/J DEFGRID3
* xyz -1 1
O -1.509 -1.077 0.463
H -1.576 -2.016 -0.079
H 0.068 -0.856 -2.484
O -3.389 0.100 -2.187
H -2.610 0.161 -2.836
H 1.596 -1.144 2.892
O 0.177 -0.977 -3.396
H -2.994 -0.407 -1.358
H 1.021 -1.402 -3.462
O 2.407 3.061 1.163
H -0.632 2.598 0.011
H -1.230 -1.363 1.311
O -0.886 3.367 0.494
H 2.494 -1.170 -0.174
H 1.817 3.472 1.836
O -0.893 -2.586 -1.044
H -1.332 -2.266 -1.689
H 0.362 -1.757 -0.979
O -2.159 1.683 3.046
H -2.488 2.265 2.475
H -1.843 0.972 2.323
O 3.327 -0.946 0.235
H 3.892 -0.595 -0.473
H -0.776 4.081 -0.052
O 1.021 -1.005 -0.917
H 0.499 -0.318 -0.498
O 1.803 -2.021 2.797
H 1.908 2.389 0.762
H 1.925 -2.243 1.819
*
```

Calculated values
**HOMO**: -5.296 eV
**LUMO level**: 2.6 eV

***

Entry D
Here is 10 unconnected molecules or ions with the total composition H19O10 from the OMol25 dataset. Energies are from the ωB97M-V functional and the def2-TZVPD basis.

Geometry as ORCA input:
```
! wB97M-V def2-TZVPD RIJCOSX def2/J DEFGRID3
* xyz -1 1
O -2.476 -1.379 -1.978
H -2.625 -2.159 -1.439
H 0.493 -3.173 -1.574
O 2.098 3.417 1.063
H 1.605 2.540 0.997
H 0.463 1.381 -0.083
O -1.663 0.991 0.746
H 1.747 4.164 0.590
H -1.122 0.256 1.128
O 2.768 -2.500 -1.375
H 0.061 3.480 2.659
H -1.504 -1.265 -2.019
O -0.564 2.744 2.737
H 0.171 -2.369 -0.270
H 3.415 -2.778 -0.732
O -2.154 1.098 -3.668
H -1.694 0.287 -3.467
H -2.377 1.591 -2.879
O 1.246 -1.538 0.521
H 1.915 -1.774 1.171
H 0.083 -1.420 1.305
O -0.754 -1.209 1.973
H -0.523 -1.330 2.894
H -0.745 2.642 1.779
O -0.194 -2.584 -1.244
H -2.374 1.181 1.357
O 1.256 1.127 0.406
H 2.409 -1.615 -1.282
H 1.039 0.194 0.685
*
```

Calculated values
**HOMO**: -6.135 eV
**LUMO level**: 3.3 eV

***

Ordering by calculated energy gives the sequence entry D, entry B, entry C, entry A, with the first entry being the most stable.

***

Entry A
Here is C3H7N3S in the gas phase from the OMol25 dataset. Energies are from the ωB97M-V functional and the def2-TZVPD basis.

Geometry as ORCA input:
```
! wB97M-V def2-TZVPD RIJCOSX def2/J DEFGRID3
* xyz 0 1
C -0.614 1.729 0.572
S -0.352 0.115 0.191
C -1.009 -1.310 0.653
N -0.515 0.289 -1.561
N 1.440 0.060 0.299
C 2.173 -1.052 0.062
N 2.685 -2.065 -0.032
H -1.275 2.183 -0.135
H -1.016 1.610 1.590
H -0.653 -2.237 0.320
H -1.813 -1.066 1.444
H -0.506 1.228 -1.847
H -0.331 -0.421 -2.170
H 1.786 0.937 0.615
*
```

Calculated values
**HOMO**: -8.875 eV
**LUMO level**: 0.6 eV
**SMILES string**: C=S(=C)(N)NC#N

***

Entry B
Here is C3H7N3S in the gas phase from the OMol25 dataset. Energies are from the ωB97M-V functional and the def2-TZVPD basis.

Geometry as ORCA input:
```
! wB97M-V def2-TZVPD RIJCOSX def2/J DEFGRID3
* xyz 0 1
C 0.766 1.891 -0.078
C -0.011 0.687 0.101
N -1.254 0.548 0.327
N -2.006 -0.622 0.239
N 1.001 -0.398 -0.005
C 0.585 -1.763 -0.415
S 1.577 -3.049 -0.923
H 1.495 1.901 0.800
H 1.300 2.015 -1.005
H 0.110 2.732 -0.012
H -1.824 -1.245 1.232
H -3.192 -0.572 0.034
H 2.005 -0.214 0.232
H -0.552 -1.912 -0.526
*
```

Calculated values
**HOMO**: -8.403 eV
**LUMO level**: 0.2 eV
**SMILES string**: C/C(=N/N)NC=S

***

Entry C
Here is C3H7N3S in the gas phase from the OMol25 dataset. Energies are from the ωB97M-V functional and the def2-TZVPD basis.

Geometry as ORCA input:
```
! wB97M-V def2-TZVPD RIJCOSX def2/J DEFGRID3
* xyz 0 1
C 1.809 0.431 -0.791
C -1.383 1.052 0.310
C -1.913 -0.362 0.289
N 1.013 1.239 0.216
N -0.192 1.425 0.270
N 2.501 -0.482 0.049
S 4.040 0.000 0.240
H 1.102 -0.090 -1.502
H 2.545 1.035 -1.239
H -2.055 1.869 0.598
H -2.170 -0.649 1.204
H -1.168 -1.103 -0.126
H -2.841 -0.469 -0.275
H 4.409 -1.030 1.047
*
```

Calculated values
**HOMO (spin up / spin down)**: -7.417 / -8.136 eV
**LUMO level (spin up / spin down)**: -0.2 / 0.4 eV

***

Ordering by calculated energy gives the sequence entry B, entry C, entry A, with the first entry being the most stable.

***

Entry A
Here is C3H7N3S in the gas phase from the OMol25 dataset. Energies are from the ωB97M-V functional and the def2-TZVPD basis.

Geometry as ORCA input:
```
! wB97M-V def2-TZVPD RIJCOSX def2/J DEFGRID3
* xyz 0 1
N 0.270 1.518 -0.676
C -0.192 0.661 0.420
C 1.009 -0.307 0.644
N 0.748 -1.459 -0.253
N -0.647 -1.417 -0.458
C -1.263 -0.323 0.092
S -2.883 -0.081 0.056
H 0.958 2.208 -0.358
H -0.522 1.992 -1.077
H -0.454 1.326 1.240
H 0.983 -0.798 1.638
H 1.999 0.115 0.451
H 1.096 -1.133 -1.129
H -1.103 -2.302 -0.589
*
```

Calculated values
**HOMO**: -8.463 eV
**LUMO level**: 0.4 eV
**SMILES string**: N[C@@H]1CNNC1=S

***

Entry B
Here is C3H7N3S in the gas phase from the OMol25 dataset. Energies are from the ωB97M-V functional and the def2-TZVPD basis.

Geometry as ORCA input:
```
! wB97M-V def2-TZVPD RIJCOSX def2/J DEFGRID3
* xyz 0 1
H -0.125 -2.178 -0.609
N 0.758 -1.839 -0.279
C 0.697 -0.589 -0.096
N 1.812 0.148 0.273
C 1.736 1.372 1.030
S -0.758 0.455 -0.312
N -1.820 -0.794 -0.777
C -3.025 -0.477 -1.048
H 2.597 -0.463 0.509
H 1.249 1.253 2.013
H 2.767 1.710 1.176
H 1.226 2.177 0.438
H -3.409 0.526 -1.021
H -3.706 -1.301 -1.299
*
```

Calculated values
**HOMO**: -8.863 eV
**LUMO level**: 0.7 eV
**SMILES string**: [H]/N=C(/NC)SN=C

***

Ordering by calculated energy gives the sequence entry B, entry A, with the first entry being the most stable.

***

Entry A
Here is a molecular structure, C3H7N3S from the OMol25 dataset. Energies are from the ωB97M-V functional and the def2-TZVPD basis.

Geometry as ORCA input:
```
! wB97M-V def2-TZVPD RIJCOSX def2/J DEFGRID3
* xyz 0 1
C -1.108 -0.303 1.436
C -0.726 -0.763 0.040
C 1.306 0.098 -0.995
H -0.205 1.150 -0.034
H -1.457 -1.168 2.064
H -1.034 -1.785 0.153
H -1.217 -0.220 -0.616
H 1.188 -0.959 0.826
H 2.462 -0.161 -0.965
H 1.262 1.280 -2.708
N -1.132 0.795 1.975
N 0.716 -0.785 -0.108
N 0.650 0.797 -1.933
S -0.706 2.025 0.865
*
```

Calculated values
**HOMO**: -8.918 eV
**LUMO level**: 0.7 eV

***

Entry B
Here is C3H7N3S in the gas phase from the OMol25 dataset. Energies are from the ωB97M-V functional and the def2-TZVPD basis.

Geometry as ORCA input:
```
! wB97M-V def2-TZVPD RIJCOSX def2/J DEFGRID3
* xyz 0 1
C 2.842 -0.068 -0.077
N 1.919 0.775 0.125
N 0.649 0.301 0.082
C -0.422 1.164 -0.014
S -0.284 2.807 0.007
N -1.582 0.460 -0.067
C -1.890 -0.965 0.047
H 2.685 -1.163 -0.195
H 3.858 0.314 -0.058
H 0.506 -0.683 0.043
H -2.345 1.101 -0.079
H -2.858 -1.210 -0.422
H -1.942 -1.259 1.096
H -1.137 -1.574 -0.488
*
```

Calculated values
**HOMO**: -8.109 eV
**LUMO level**: 0.6 eV
**SMILES string**: C=NNC(=S)NC

***

Ordering by calculated energy gives the sequence entry B, entry A, with the first entry being the most stable.